Entry from the Open Molecules 2025 dataset: a structure of composition C36H44BCl2N9O5Tm in a non-equilibrium geometry (ωB97M-V with the def2-TZVPD basis set).

Cartesian coordinates (Å):
Tm  -1.05  0.06  0.95
N  0.91  -0.80  2.72
C  1.52  0.39  3.34
C  0.96  1.76  2.84
O  1.62  2.77  3.10
N  -0.23  1.67  2.28
C  -0.86  2.94  1.90
C  -2.28  2.71  1.32
O  -3.03  3.67  1.24
O  -2.58  1.52  0.99
H  0.80  -1.53  3.42
H  1.53  -1.15  2.00
H  2.61  0.42  3.19
H  1.34  0.37  4.42
H  -0.26  3.47  1.14
H  -0.93  3.61  2.77
C  2.94  -3.05  -1.75
C  1.59  -2.36  -1.54
C  0.75  -2.41  -2.82
C  0.82  -2.98  -0.42
C  1.00  -4.26  0.13
C  -0.04  -4.41  1.01
N  -0.78  -3.30  0.99
N  -0.26  -2.41  0.13
B  -2.13  -3.11  1.71
N  -3.12  -2.46  0.74
C  -4.33  -2.92  0.40
C  -4.89  -2.06  -0.51
C  -3.92  -1.06  -0.70
N  -2.86  -1.33  0.07
C  -3.95  0.15  -1.58
C  -2.85  0.03  -2.65
C  -5.31  0.36  -2.24
N  -1.93  -2.22  2.95
C  -1.67  -2.67  4.19
C  -1.77  -1.61  5.06
C  -2.10  -0.51  4.24
N  -2.17  -0.90  2.97
C  -2.51  0.86  4.68
C  -3.77  0.75  5.54
C  -1.39  1.57  5.45
H  3.53  -2.51  -2.48
H  2.79  -4.07  -2.11
H  3.51  -3.09  -0.82
H  1.77  -1.31  -1.28
H  0.52  -3.44  -3.09
H  1.29  -1.94  -3.64
H  -0.18  -1.87  -2.66
H  1.77  -4.97  -0.09
H  -0.31  -5.24  1.64
H  -2.54  -4.17  2.05
H  -4.71  -3.84  0.82
H  -5.85  -2.14  -0.98
H  -3.72  1.02  -0.95
H  -3.01  -0.86  -3.26
H  -1.88  -0.04  -2.17
H  -2.86  0.90  -3.29
H  -5.55  -0.44  -2.94
H  -5.31  1.30  -2.79
H  -6.10  0.41  -1.49
H  -1.45  -3.71  4.38
H  -1.62  -1.62  6.12
H  -2.75  1.43  3.78
H  -3.58  0.17  6.45
H  -4.57  0.26  4.98
H  -4.11  1.74  5.83
H  -0.99  0.94  6.24
H  -1.78  2.49  5.90
H  -0.59  1.84  4.77
Cl  3.64  0.05  -4.14
C  3.03  1.54  -4.80
C  2.30  1.46  -5.97
C  1.85  2.61  -6.60
C  2.13  3.84  -6.04
C  2.84  3.91  -4.86
Cl  3.18  5.47  -4.19
C  3.32  2.77  -4.18
N  4.05  2.91  -3.05
C  4.35  1.94  -2.06
C  5.70  1.67  -1.83
C  6.08  0.77  -0.85
C  5.10  0.16  -0.09
C  3.76  0.44  -0.30
C  3.35  1.33  -1.29
C  1.91  1.69  -1.54
C  0.80  1.02  -0.72
O  -0.38  1.31  -1.02
O  1.06  0.17  0.17
H  2.10  0.49  -6.39
H  1.29  2.54  -7.52
H  1.80  4.75  -6.52
H  4.23  3.87  -2.78
H  6.44  2.17  -2.44
H  7.12  0.56  -0.69
H  5.38  -0.53  0.69
H  3.02  -0.02  0.32
H  1.65  1.51  -2.59
H  1.78  2.77  -1.39

HOMO energy   -5.486 eV
2S+1   3
Gap between HOMO and LUMO   7.767 eV
F_max   1.8 eV Å⁻¹
Net charge   -1
E   -116958.03316 eV
Energy above the lowest of the compared OMol25 structures with the same formula, charge and spin   0.624 eV

Entry from the Open Molecules 2025 dataset: a structure of composition C37H30N2OPReS2 (ωB97M-V with the def2-TZVPD basis set).

Cartesian coordinates (Å):
Re  1.07  -1.14  0.15
S  -1.56  -2.06  2.90
C  -1.97  -0.36  3.12
C  -2.44  0.41  4.17
C  -2.62  1.76  3.92
C  -2.35  2.32  2.67
C  -1.89  1.54  1.61
C  -1.72  0.20  1.88
S  -1.23  -1.24  0.95
H  -2.64  -0.01  5.15
H  -2.98  2.40  4.71
H  -2.50  3.38  2.51
H  -1.67  1.97  0.64
C  0.96  0.98  5.21
C  0.97  1.52  3.93
C  1.31  0.73  2.84
C  1.62  -0.62  3.02
C  1.62  -1.16  4.30
C  1.29  -0.36  5.39
N  1.94  -1.41  1.88
C  3.04  -2.29  2.01
C  4.20  -1.92  2.68
C  5.29  -2.78  2.72
C  5.23  -4.01  2.08
C  4.08  -4.39  1.42
C  2.98  -3.54  1.39
H  0.71  1.60  6.06
H  0.74  2.57  3.78
H  1.38  1.16  1.85
H  1.87  -2.20  4.44
H  1.28  -0.79  6.38
H  4.25  -0.95  3.17
H  6.19  -2.48  3.24
H  6.09  -4.68  2.12
H  4.01  -5.36  0.94
H  2.06  -3.84  0.91
O  0.33  -0.51  -1.71
P  -0.75  0.28  -2.44
C  -2.40  -0.19  -1.94
C  -2.80  -1.51  -2.21
C  -4.00  -1.98  -1.70
C  -4.80  -1.14  -0.93
C  -4.41  0.16  -0.67
C  -3.21  0.64  -1.17
C  -0.53  2.02  -2.10
C  -1.41  2.96  -2.63
C  -1.22  4.31  -2.36
C  -0.15  4.72  -1.57
C  0.73  3.78  -1.06
C  0.54  2.43  -1.32
C  -0.60  -0.02  -4.20
C  0.66  -0.28  -4.72
C  0.82  -0.45  -6.09
C  -0.28  -0.34  -6.93
C  -1.54  -0.07  -6.41
C  -1.70  0.09  -5.04
H  -2.17  -2.16  -2.81
H  -4.31  -2.99  -1.91
H  -5.74  -1.52  -0.53
H  -5.04  0.81  -0.07
H  -2.90  1.65  -0.95
H  -2.24  2.65  -3.26
H  -1.90  5.04  -2.77
H  0.00  5.77  -1.37
H  1.57  4.10  -0.45
H  1.24  1.69  -0.92
H  1.52  -0.38  -4.06
H  1.80  -0.66  -6.50
H  -0.16  -0.46  -8.00
H  -2.40  0.01  -7.07
H  -2.69  0.28  -4.64
N  3.91  -1.14  -1.25
C  2.86  -1.14  -0.74
H  4.81  -1.38  -1.61

HOMO energy (alpha / beta)   -10.168 / -9.669 eV
2S+1   2
Gap between HOMO and LUMO (alpha / beta)   7.103 / 6.548 eV
F_max   0.5 eV Å⁻¹
Net charge   +1
E   -76967.19771 eV
Energy above the lowest of the compared OMol25 structures with the same formula, charge and spin   3.315 eV

Entry from the Open Molecules 2025 dataset: a cluster of 2 separate species, C27H30N2O2S in total in a non-equilibrium geometry (ωB97M-V with the def2-TZVPD basis set).

Cartesian coordinates (Å):
C  -6.33  -2.83  1.56
C  -6.53  -2.51  0.08
C  -5.36  -1.59  -0.33
N  -4.44  -1.59  0.79
C  -3.23  -0.94  0.75
C  -3.07  0.24  -0.03
C  -1.85  0.86  -0.14
C  -0.66  0.28  0.41
C  0.59  0.91  0.16
C  1.84  0.21  0.28
C  1.93  -1.17  -0.08
C  3.12  -1.87  0.02
C  4.27  -1.27  0.60
N  5.46  -1.96  0.70
C  6.14  -2.22  1.96
C  7.38  -3.06  1.60
C  7.46  -3.12  0.07
C  6.24  -2.36  -0.47
C  4.16  0.08  1.06
C  3.02  0.82  0.81
C  -0.85  -0.86  1.26
C  -2.10  -1.41  1.48
C  -4.89  -2.38  1.92
H  -7.05  -2.26  2.16
H  -6.46  -3.89  1.78
H  -6.48  -3.43  -0.52
H  -7.49  -2.03  -0.11
H  -4.87  -1.95  -1.25
H  -5.74  -0.57  -0.55
H  -3.96  0.65  -0.51
H  -1.79  1.81  -0.66
H  0.63  1.99  0.15
H  1.02  -1.69  -0.39
H  3.18  -2.90  -0.32
H  6.42  -1.27  2.45
H  5.47  -2.76  2.64
H  8.27  -2.60  2.04
H  7.27  -4.06  2.02
H  8.38  -2.67  -0.29
H  7.43  -4.16  -0.27
H  5.64  -2.98  -1.15
H  6.57  -1.48  -1.05
H  5.03  0.53  1.53
H  2.95  1.86  1.15
H  0.02  -1.25  1.81
H  -2.19  -2.25  2.16
H  -4.88  -1.80  2.86
H  -4.24  -3.25  2.06
C  -3.37  6.21  -2.43
C  -3.61  4.86  -2.66
C  -2.55  3.95  -2.61
C  -1.27  4.41  -2.27
S  0.12  3.21  -1.90
O  0.88  3.17  -3.14
O  0.79  3.79  -0.72
C  -1.00  5.76  -2.16
C  -2.07  6.68  -2.22
H  -4.20  6.91  -2.40
H  -4.62  4.50  -2.85
H  -2.71  2.88  -2.78
H  0.01  6.11  -1.99
H  -1.88  7.73  -2.07

HOMO energy   -6.304 eV
2S+1   1
Gap between HOMO and LUMO   4.393 eV
F_max   2.4 eV Å⁻¹
E   -46392.67312 eV
Energy above the lowest of the compared OMol25 structures with the same formula, charge and spin   4.368 eV

Entry from the Open Molecules 2025 dataset: a cluster of 2 separate species, C4H11NO2 in total (ωB97M-V with the def2-TZVPD basis set).

Cartesian coordinates (Å):
O  -0.90  -0.09  2.51
C  0.24  -0.56  2.82
O  0.88  -1.42  2.20
H  0.70  -0.11  3.72
C  0.86  -0.35  -1.79
C  0.20  0.25  -0.56
C  -0.56  1.52  -0.86
N  -0.70  -0.75  0.07
H  1.38  -1.28  -1.55
H  0.11  -0.56  -2.55
H  1.58  0.34  -2.21
H  0.97  0.44  0.20
H  -1.33  1.37  -1.62
H  0.13  2.22  -1.29
H  -0.98  1.96  0.04
H  -0.14  -1.57  0.34
H  -1.01  -0.35  1.08
H  -1.46  -1.02  -0.55

HOMO energy   -9.189 eV
2S+1   1
Gap between HOMO and LUMO   9.784 eV
F_max   0.6 eV Å⁻¹
E   -9911.77278 eV
Energy above the lowest of the compared OMol25 structures with the same formula, charge and spin   0.469 eV

Please write out number 3 again, unchanged.
Entry from the Open Molecules 2025 dataset: a cluster of 2 separate species, C27H30N2O2S in total in a non-equilibrium geometry (ωB97M-V with the def2-TZVPD basis set).

Cartesian coordinates (Å):
C  -6.33  -2.83  1.56
C  -6.53  -2.51  0.08
C  -5.36  -1.59  -0.33
N  -4.44  -1.59  0.79
C  -3.23  -0.94  0.75
C  -3.07  0.24  -0.03
C  -1.85  0.86  -0.14
C  -0.66  0.28  0.41
C  0.59  0.91  0.16
C  1.84  0.21  0.28
C  1.93  -1.17  -0.08
C  3.12  -1.87  0.02
C  4.27  -1.27  0.60
N  5.46  -1.96  0.70
C  6.14  -2.22  1.96
C  7.38  -3.06  1.60
C  7.46  -3.12  0.07
C  6.24  -2.36  -0.47
C  4.16  0.08  1.06
C  3.02  0.82  0.81
C  -0.85  -0.86  1.26
C  -2.10  -1.41  1.48
C  -4.89  -2.38  1.92
H  -7.05  -2.26  2.16
H  -6.46  -3.89  1.78
H  -6.48  -3.43  -0.52
H  -7.49  -2.03  -0.11
H  -4.87  -1.95  -1.25
H  -5.74  -0.57  -0.55
H  -3.96  0.65  -0.51
H  -1.79  1.81  -0.66
H  0.63  1.99  0.15
H  1.02  -1.69  -0.39
H  3.18  -2.90  -0.32
H  6.42  -1.27  2.45
H  5.47  -2.76  2.64
H  8.27  -2.60  2.04
H  7.27  -4.06  2.02
H  8.38  -2.67  -0.29
H  7.43  -4.16  -0.27
H  5.64  -2.98  -1.15
H  6.57  -1.48  -1.05
H  5.03  0.53  1.53
H  2.95  1.86  1.15
H  0.02  -1.25  1.81
H  -2.19  -2.25  2.16
H  -4.88  -1.80  2.86
H  -4.24  -3.25  2.06
C  -3.37  6.21  -2.43
C  -3.61  4.86  -2.66
C  -2.55  3.95  -2.61
C  -1.27  4.41  -2.27
S  0.12  3.21  -1.90
O  0.88  3.17  -3.14
O  0.79  3.79  -0.72
C  -1.00  5.76  -2.16
C  -2.07  6.68  -2.22
H  -4.20  6.91  -2.40
H  -4.62  4.50  -2.85
H  -2.71  2.88  -2.78
H  0.01  6.11  -1.99
H  -1.88  7.73  -2.07

HOMO energy   -6.304 eV
2S+1   1
Gap between HOMO and LUMO   4.393 eV
F_max   2.4 eV Å⁻¹
E   -46392.67312 eV
Energy above the lowest of the compared OMol25 structures with the same formula, charge and spin   4.368 eV

Which formula does entry 3 have? C27H30N2O2S